(1)
Molecular formula: C6H10
Method: DFT, wB97M-V/def2-TZVPD

DFT total energy (hartree): -234.3994
Spin multiplicity: 1
Frontier orbital gap (eV): 8.5
ΔE to the lowest compared entry with this formula, charge and spin (eV): 5.527
HOMO level (eV): -7.41

Geometry (Å):
C (1.858, 0.250, 0.084)
C (0.252, -0.733, 0.644)
C (0.264, 1.090, 0.239)
C (-0.850, 0.288, 0.849)
C (-1.747, -0.354, -0.212)
C (-0.517, -1.195, -0.636)
H (2.411, 0.123, 1.016)
H (2.283, 1.113, -0.451)
H (2.056, -0.610, -0.563)
H (0.627, 1.859, 0.920)
H (0.061, 1.455, -0.770)
H (-1.202, 0.601, 1.837)
H (-2.543, -0.970, 0.220)
H (-2.197, 0.315, -0.957)
H (-0.093, -0.950, -1.617)
H (-0.663, -2.281, -0.605)

***

(2)
Molecular formula: C2H5ClN2O
Method: DFT, wB97M-V/def2-TZVPD

DFT total energy (hartree): -723.9829
Spin multiplicity: 1
SMILES string: CON1N[C@H]1Cl
Frontier orbital gap (eV): 10.3
ΔE to the lowest compared entry with this formula, charge and spin (eV): 4.170
HOMO level (eV): -9.19

Geometry (Å):
C (-1.721, 0.050, 0.469)
C (1.816, -0.466, -0.225)
N (-0.806, 1.212, 0.223)
N (-0.499, -0.158, -0.227)
O (0.566, -0.753, 0.336)
Cl (-3.182, -0.199, -0.267)
H (-1.828, -0.272, 1.576)
H (2.544, -0.899, 0.361)
H (1.989, 0.651, -0.362)
H (2.124, -0.988, -1.292)
H (-1.003, 1.822, -0.592)

***

(3)
Molecular formula: C45H51N7O13P
Method: DFT, wB97M-V/def2-TZVPD

DFT total energy (hartree): -3447.5743
Spin multiplicity: 1
Frontier orbital gap (eV): 6.4
ΔE to the lowest compared entry with this formula, charge and spin (eV): 0.000
Total charge: +1
HOMO level (eV): -10.24

Geometry (Å):
C (-6.854, -3.847, 1.587)
C (-5.447, -3.938, 2.181)
C (-5.009, -5.168, 2.668)
C (-3.737, -5.286, 3.230)
C (-2.909, -4.170, 3.287)
C (-1.489, -4.304, 3.882)
C (-0.565, -4.814, 2.703)
C (-1.466, -5.343, 5.032)
C (-3.341, -2.939, 2.787)
O (-2.448, -1.889, 2.900)
C (-2.097, -1.358, 1.624)
C (-0.669, -0.817, 1.608)
C (0.156, -1.464, 0.721)
C (1.499, -1.133, 0.596)
C (2.382, -1.910, -0.368)
O (2.526, -3.096, -0.173)
O (3.034, -1.307, -1.397)
N (2.224, -0.201, -1.845)
C (1.984, -0.091, 1.429)
C (3.475, 0.247, 1.267)
C (4.363, -0.609, 2.231)
O (3.800, -1.907, 2.408)
C (4.686, 0.028, 3.611)
N (3.869, -0.548, 4.701)
C (1.118, 0.542, 2.310)
C (1.697, 1.626, 3.209)
O (1.511, 1.205, 4.543)
C (1.879, 2.137, 5.482)
C (1.294, 1.997, 6.743)
C (1.608, 2.842, 7.792)
C (2.546, 3.857, 7.592)
C (3.125, 4.039, 6.347)
C (2.792, 3.171, 5.304)
N (-0.208, 0.203, 2.390)
P (-1.358, 1.013, 3.487)
N (-1.521, 0.099, 4.701)
O (-0.882, 2.472, 4.009)
O (-2.752, 1.302, 2.715)
C (-4.618, -2.821, 2.253)
H (-7.505, -3.390, 2.356)
H (-7.258, -4.838, 1.356)
H (-6.872, -3.154, 0.733)
H (-5.699, -6.011, 2.577)
H (-3.396, -6.255, 3.591)
H (-1.180, -3.306, 4.219)
H (-1.040, -4.714, 1.720)
H (0.350, -4.197, 2.698)
H (-0.274, -5.845, 2.938)
H (-2.336, -5.172, 5.679)
H (-1.526, -6.351, 4.591)
H (-0.527, -5.304, 5.601)
H (-2.193, -2.205, 0.925)
H (-2.837, -0.630, 1.265)
H (-0.222, -2.278, 0.101)
H (2.477, 0.581, -1.237)
H (2.553, -0.008, -2.805)
H (3.656, 1.326, 1.383)
H (3.813, 0.012, 0.248)
H (5.333, -0.751, 1.725)
H (4.400, -2.526, 1.975)
H (4.654, 1.128, 3.623)
H (5.743, -0.230, 3.827)
H (3.971, 0.087, 5.491)
H (4.318, -1.406, 5.010)
H (1.167, 2.572, 2.976)
H (2.757, 1.823, 3.046)
H (0.573, 1.188, 6.887)
H (1.127, 2.654, 8.751)
H (2.816, 4.505, 8.427)
H (3.853, 4.839, 6.212)
H (3.283, 3.319, 4.339)
H (-1.253, 0.603, 5.543)
H (-1.182, 3.160, 3.390)
H (-2.572, 1.452, 1.766)
H (-4.974, -1.865, 1.860)
C (6.598, 2.184, -7.146)
C (6.006, 0.932, -7.053)
C (4.960, 0.723, -6.170)
C (4.514, 1.777, -5.388)
C (5.103, 3.031, -5.468)
C (6.149, 3.231, -6.351)
N (3.394, 1.571, -4.473)
O (2.905, 0.451, -4.410)
O (3.007, 2.525, -3.824)
H (7.411, 2.346, -7.842)
H (6.358, 0.119, -7.673)
H (4.504, -0.255, -6.103)
H (4.756, 3.851, -4.855)
H (6.614, 4.205, -6.424)
C (-1.045, 4.106, -6.457)
C (-1.314, 4.356, -7.797)
C (-0.315, 4.203, -8.747)
C (0.944, 3.796, -8.340)
C (1.226, 3.551, -7.009)
C (0.226, 3.707, -6.063)
N (2.003, 3.608, -9.342)
O (1.734, 3.847, -10.499)
O (3.087, 3.218, -8.949)
H (-1.828, 4.221, -5.719)
H (-2.304, 4.668, -8.102)
H (-0.528, 4.398, -9.788)
H (2.212, 3.239, -6.693)
H (0.436, 3.515, -5.019)
C (-7.680, -0.833, -3.579)
C (-7.245, -1.786, -2.667)
C (-6.067, -1.587, -1.966)
C (-5.339, -0.429, -2.186)
C (-5.758, 0.527, -3.098)
C (-6.935, 0.320, -3.797)
N (-4.108, -0.207, -1.427)
O (-3.758, -1.074, -0.645)
O (-3.499, 0.830, -1.609)
H (-8.604, -0.988, -4.122)
H (-7.826, -2.683, -2.501)
H (-5.732, -2.332, -1.257)
H (-5.183, 1.426, -3.268)
H (-7.276, 1.058, -4.510)